(1)
ORCA calculation (wB97M-V/def2-TZVPD) on a single C5H8O molecule.

Each line ends with the natural charge from an NBO analysis.
CARTESIAN COORDINATES (ANGSTROEM)
C  -1.431683  -1.007706  -0.492342  -0.688
C  -0.523659  0.104265  -0.932880  0.081
C  0.367520  0.999176  0.873480  -0.332
C  0.799145  0.308946  -0.540372  -0.328
C  1.536564  -0.129972  0.759332  0.243
O  2.751430  0.134182  0.938221  -0.747
H  -0.949034  -1.673112  0.228604  0.235
H  -2.369699  -0.631999  -0.063779  0.240
H  -1.716930  -1.599125  -1.377868  0.250
H  -0.930433  0.762683  -1.712271  0.215
H  -0.541294  0.669904  1.362646  0.220
H  0.562033  2.074227  0.879881  0.235
H  1.382775  1.031462  -1.108298  0.247
H  1.063264  -1.042926  1.185640  0.128

Cartesian forces (eV/Å) of the 6 atoms listed first:
C 0.11 0.05 0.15
C 0.25 0.15 0.40
C -0.30 0.05 0.20
C 0.16 -0.25 -0.62
C -0.66 0.00 0.05
O -0.10 0.07 -0.16

The HOMO-LUMO gap (alpha / beta) is 7.17 / 7.17 eV.

(2)
ORCA calculation (wB97M-V/def2-TZVPD) on a single C4H7FOS molecule.

Each line ends with the natural charge from an NBO analysis.
CARTESIAN COORDINATES (ANGSTROEM)
C  1.165934  -0.873914  -0.491071  -0.098
C  -0.062142  -0.007179  -0.129262  -0.021
C  -0.553835  -0.074788  1.259133  -0.665
C  -0.481790  0.942663  -0.966576  -0.375
O  2.188690  -0.640659  0.456539  -0.660
F  3.614667  1.303649  -0.222327  -0.496
S  3.706757  -0.362118  -0.116631  0.856
H  1.509961  -0.643363  -1.562131  0.190
H  0.939358  -1.910769  -0.486319  0.184
H  -0.485326  0.845715  2.016842  0.234
H  -0.063997  -0.895905  1.779425  0.221
H  -1.634074  -0.240922  1.119054  0.228
H  -1.316563  1.600230  -0.676797  0.202
H  0.014374  1.045622  -1.939224  0.201

Cartesian forces (eV/Å) of the 6 atoms listed first:
C -1.01 1.59 -2.14
C 2.01 1.32 -0.72
C -1.08 0.79 2.02
C 0.04 -0.44 -0.21
O 1.98 0.09 0.01
F 0.24 -1.24 -0.04

The HOMO-LUMO gap is 9.63 eV. Its SMILES is C=C(C)COSF.

Calculated values (kcal per mole) of relative energy (zero: lowest compared OMol25 entry of this formula, charge and spin) for the records, taken in order: 105.8 42.4.